Density functional theory data (ωB97M-V/def2-TZVPD) for a cluster of 7 separate species, C10H34O10 in total at a distorted geometry.

```
54
C10H34O10 | the Open Molecules 2025 dataset | ωB97M-V/def2-TZVPD
C -1.664 -5.355 -4.030
C -1.837 -3.838 -4.248
O -1.779 -3.405 -5.549
O -1.767 -5.544 -2.620
H -0.720 -5.728 -4.428
H -2.557 -5.718 -4.538
H -1.098 -3.255 -3.699
H -2.781 -3.495 -3.824
H -0.915 -3.080 -5.810
H -1.194 -6.283 -2.403
C -5.455 -4.337 0.424
C -4.401 -3.266 0.883
O -3.139 -3.928 0.901
O -5.371 -4.536 -0.933
H -6.436 -3.967 0.719
H -5.411 -5.334 0.861
H -4.771 -2.899 1.840
H -4.341 -2.458 0.154
H -2.886 -4.152 0.002
H -4.511 -4.931 -1.091
C 3.625 4.619 3.982
C 3.513 5.031 5.453
O 4.746 4.841 6.162
O 4.522 5.412 3.274
H 2.637 4.658 3.525
H 3.984 3.598 3.852
H 2.879 4.276 5.917
H 3.066 6.017 5.582
H 4.844 5.623 6.711
H 5.259 5.677 3.829
C 0.638 0.157 4.260
O 0.185 1.489 4.576
H 1.636 0.291 3.842
H 0.713 -0.471 5.147
H -0.212 -0.207 3.683
H -0.703 1.537 4.939
C 5.276 -0.122 -2.353
O 6.445 0.430 -1.778
H 5.096 0.529 -3.208
H 5.465 -1.130 -2.722
H 4.382 0.022 -1.747
H 6.628 -0.034 -0.958
C -2.269 4.918 -4.204
O -2.064 3.605 -3.781
H -3.028 4.927 -4.986
H -2.593 5.608 -3.425
H -1.309 5.311 -4.541
H -1.735 3.671 -2.881
C 0.352 0.631 -0.396
O -0.056 1.870 0.059
H 1.262 0.467 0.181
H -0.455 -0.054 -0.135
H 0.458 0.562 -1.479
H -0.148 1.751 1.008
```

Summary:
orbital gap = 0.3748 hartree
max |F| = 2.5 eV/A
E_tot = -1153.59511 Eh
relative energy (zero: lowest compared OMol25 entry of this formula, charge and spin) = 58.81 kcal/mol
LUMO energy = 0.31 eV
M = 314.372 g mol⁻¹
HOMO energy = -9.893 eV
SMILES = OCCO.OCCO.OCCO.CO.CO.CO.CO

=====

Density functional theory data (ωB97M-V/def2-TZVPD) for an isolated molecule of C19H32N2O2.

```
55
C19H32N2O2 | the Open Molecules 2025 dataset | ωB97M-V/def2-TZVPD
C 0.254 -5.058 3.048
C 0.447 -3.782 2.772
C 0.140 -2.650 3.698
H 1.096 -2.212 4.005
C -0.700 -1.545 3.044
C -2.207 -1.805 3.083
C -2.690 -3.030 2.303
C -2.335 -3.025 0.817
C -2.914 -1.831 0.061
C -2.699 -1.922 -1.451
H -3.134 -1.036 -1.922
H -3.229 -2.793 -1.842
C -1.219 -2.043 -1.844
C -0.365 -1.017 -1.137
O 0.436 -1.263 -0.255
N -0.565 0.256 -1.557
H -1.291 0.514 -2.207
N 0.070 1.306 -0.892
C 0.693 2.315 -1.574
C 0.516 2.545 -2.893
C 1.088 3.683 -3.577
O 0.963 3.858 -4.775
C 1.836 4.674 -2.703
H 2.546 5.219 -3.327
C 2.541 4.018 -1.514
C 3.168 5.094 -0.625
H 2.413 5.789 -0.264
H 3.912 5.658 -1.182
H 3.657 4.642 0.235
C 3.638 3.072 -2.008
H 4.144 2.601 -1.168
H 3.222 2.293 -2.642
H 4.376 3.622 -2.587
C 1.493 3.239 -0.707
H 1.982 2.671 0.089
H 0.808 3.947 -0.230
H 1.098 5.395 -2.338
H -0.039 1.858 -3.515
H 0.512 0.951 -0.047
H -1.115 -1.919 -2.924
H -0.842 -3.029 -1.572
H -3.988 -1.766 0.256
H -2.456 -0.911 0.430
H -2.718 -3.946 0.370
H -1.252 -3.032 0.715
H -2.262 -3.927 2.751
H -3.777 -3.091 2.410
H -2.721 -0.916 2.708
H -2.510 -1.931 4.126
H -0.519 -0.609 3.579
H -0.363 -1.404 2.016
H -0.360 -3.019 4.595
H 0.882 -3.488 1.825
H 0.511 -5.841 2.354
H -0.170 -5.379 3.987
```

Summary:
orbital gap = 0.3360 hartree
max |F| = 0.8 eV/A
E_tot = -1003.15543 Eh
relative energy (zero: lowest compared OMol25 entry of this formula, charge and spin) = 43.62 kcal/mol
LUMO energy = 0.57 eV
M = 320.477 g mol⁻¹
HOMO energy = -8.579 eV
SMILES = C=CCCCCCCCCC(=O)NNC1=CC(=O)CC(C)(C)C1

=====

Density functional theory data (ωB97M-V/def2-TZVPD) for a cluster of 2 separate species, C2H3N3O2 in total at a distorted geometry.

```
10
C2H3N3O2 | the Open Molecules 2025 dataset | ωB97M-V/def2-TZVPD
C -0.625 -1.195 0.550
C 0.179 -0.318 0.297
N -2.958 0.774 -0.247
N -3.206 -0.340 -0.056
N 0.849 0.843 0.305
O -4.073 -1.130 0.112
O -2.136 1.611 -0.507
H -1.384 -1.949 0.326
H 1.845 0.848 0.469
H 0.635 1.369 -0.486
```

Summary:
orbital gap = 0.3023 hartree
max |F| = 2.0 eV/A
E_tot = -392.47965 Eh
relative energy (zero: lowest compared OMol25 entry of this formula, charge and spin) = 196.97 kcal/mol
LUMO energy = -0.82 eV
M = 101.065 g mol⁻¹
HOMO energy = -9.045 eV
SMILES = O=NN=O.C#CN

=====

Density functional theory data (ωB97M-V/def2-TZVPD) for an isolated molecule of C4H6O2.

```
12
C4H6O2 | the Open Molecules 2025 dataset | ωB97M-V/def2-TZVPD
C 1.375 0.007 0.060
C -0.105 0.188 -0.282
C -0.910 0.987 0.731
O -2.117 1.028 0.725
C -0.817 -1.133 -0.574
O -0.241 -2.126 -0.941
H 1.604 0.351 1.075
H 1.639 -1.052 -0.005
H 2.022 0.553 -0.628
H -1.913 -1.115 -0.431
H -0.218 0.761 -1.217
H -0.321 1.550 1.487
```

Summary:
orbital gap = 0.3845 hartree
max |F| = 0.6 eV/A
E_tot = -306.46484 Eh
relative energy (zero: lowest compared OMol25 entry of this formula, charge and spin) = 26.01 kcal/mol
LUMO energy = 0.53 eV
M = 86.090 g mol⁻¹
HOMO energy = -9.932 eV
SMILES = CC(C=O)C=O

=====

Density functional theory data (ωB97M-V/def2-TZVPD) for a structure of composition C28H29BrCdIN7S.

```
68
C28H29BrCdIN7S | the Open Molecules 2025 dataset | ωB97M-V/def2-TZVPD
Cd 0.529 1.120 0.079
C -0.116 4.173 0.298
N -0.358 2.996 1.152
C 0.246 3.102 2.494
C 1.220 1.992 2.857
C 1.515 1.746 4.191
C 2.529 0.857 4.504
C 3.219 0.236 3.471
C 2.832 0.496 2.173
N 1.849 1.352 1.868
C -1.794 2.661 1.213
C -2.301 2.148 -0.118
C -3.518 2.553 -0.634
C -3.960 1.999 -1.828
C -3.167 1.058 -2.464
C -1.957 0.712 -1.891
N -1.527 1.250 -0.746
C 0.876 3.990 -0.843
C 1.203 5.104 -1.608
C 2.120 4.978 -2.635
C 2.701 3.737 -2.868
C 2.314 2.677 -2.080
N 1.414 2.793 -1.089
H 0.245 5.009 0.900
H -1.060 4.504 -0.143
H -0.529 3.171 3.259
H 0.827 4.024 2.558
H 0.962 2.258 4.969
H 2.785 0.654 5.535
H 4.040 -0.438 3.675
H 3.319 0.011 1.335
H -2.390 3.522 1.529
H -1.927 1.860 1.946
H -4.110 3.290 -0.107
H -4.908 2.299 -2.254
H -3.478 0.597 -3.389
H -1.315 -0.027 -2.355
H 0.738 6.058 -1.396
H 2.383 5.833 -3.242
H 3.435 3.603 -3.649
H 2.733 1.691 -2.233
C 0.415 -3.212 4.204
C -0.409 -2.299 3.293
C 0.177 -2.124 1.936
N 0.224 -1.012 1.295
N 0.789 -1.105 0.039
C 1.161 -2.325 -0.263
N 1.687 -2.684 -1.441
S 0.879 -3.447 1.034
H -0.090 -3.317 5.162
H 1.406 -2.791 4.377
H 0.526 -4.210 3.778
H -0.505 -1.309 3.741
H -1.420 -2.701 3.180
H 1.858 -1.986 -2.143
H 1.996 -3.623 -1.616
Br -2.425 -2.567 -4.488
C -1.806 -4.204 -3.762
C -1.405 -5.193 -4.648
C -0.903 -6.391 -4.169
C -0.790 -6.597 -2.803
C -1.208 -5.619 -1.914
C -1.727 -4.422 -2.389
I -2.408 -3.005 -0.988
H -1.495 -5.020 -5.712
H -0.610 -7.163 -4.867
H -0.390 -7.528 -2.423
H -1.146 -5.797 -0.849
```

Summary:
orbital gap = 0.3078 hartree
max |F| = 0.8 eV/A
E_tot = -4904.88365 Eh
relative energy (zero: lowest compared OMol25 entry of this formula, charge and spin) = 25.10 kcal/mol
LUMO energy = -4.77 eV
M = 814.876 g mol⁻¹
total charge = +2
HOMO energy = -13.144 eV

=====

Density functional theory data (ωB97M-V/def2-TZVPD) for a cluster of 2 separate species, C8H16N2O6S in total at a distorted geometry.

```
33
C8H16N2O6S | the Open Molecules 2025 dataset | ωB97M-V/def2-TZVPD
C 2.993 0.586 -1.484
C 4.312 0.778 -0.756
C 1.927 -0.023 -0.550
C 2.201 -1.312 0.210
C 1.009 -1.829 1.049
C -3.597 0.236 0.970
C -2.208 -0.363 1.120
C -3.639 0.948 -0.431
H 3.692 0.209 -3.295
H 3.353 -1.042 -2.660
H 2.591 1.590 -1.747
H 1.134 -0.227 -1.222
H 1.568 0.749 0.136
H 3.098 -1.258 0.723
H 2.302 -2.084 -0.601
H -0.305 -1.416 2.150
H 5.102 2.224 0.197
H -3.163 1.850 2.013
H -4.762 1.581 1.891
H -4.329 -0.648 0.969
H -3.414 0.269 -1.254
H -2.947 1.753 -0.438
H -5.931 0.344 -0.469
H -1.475 -2.144 0.834
N 3.009 -0.177 -2.813
N -3.868 1.130 2.068
O 5.131 -0.045 -0.470
O 0.450 -2.887 0.723
O 0.378 -0.953 1.869
O 4.244 2.023 -0.181
O -1.239 0.160 1.550
O -2.272 -1.599 0.634
S -5.341 1.578 -0.735
```

Summary:
orbital gap = 0.3656 hartree
max |F| = 10.1 eV/A
E_tot = -1273.53087 Eh
relative energy (zero: lowest compared OMol25 entry of this formula, charge and spin) = 70.01 kcal/mol
LUMO energy = 0.53 eV
M = 268.291 g mol⁻¹
HOMO energy = -9.421 eV
SMILES = N[C@@H](CCC(=O)O)C(=O)O.N[C@@H](CS)C(=O)O